# 1
14
Properties=species:S:1:pos:R:3:forces:R:3:lowdin_charge:R:1 method="wB97M-V/def2-TZVPD" multiplicity=1 e_tot_ev=-11318.830 molar_mass_g_mol=114.10 e_lumo_ev=0.550 de_lowest_kcal_mol=51.0
C -2.302639 0.112921 -0.074713 -0.309 0.028 0.712 -0.031
C 0.000679 -1.023115 0.062018 -0.284 1.811 -0.152 -0.012
C 1.263630 -0.503721 0.065340 -0.389 1.927 -1.115 -0.229
C 0.981890 0.939649 -0.068986 1.543 0.361 1.454 -0.285
H -2.778992 -0.732057 -0.534434 -0.096 -0.463 -0.119 0.081
H -2.537343 1.018070 -0.602940 0.058 0.159 -0.733 0.078
H -2.720440 0.335896 0.901481 -0.111 -0.533 0.440 0.084
H -0.385572 -1.977426 0.080611 -0.478 -1.979 0.003 0.105
H 2.539721 -2.019890 0.194188 -0.342 1.317 -0.335 0.127
H 2.743916 1.690454 0.173736 1.262 -0.688 0.220 0.075
N -0.867911 0.015887 -0.009504 -1.157 0.544 0.072 -0.225
N -0.309914 1.236986 -0.018750 2.348 -1.332 -0.568 0.142
O 2.492619 -1.094307 -0.152473 -0.033 -0.650 0.727 0.023
O 1.880359 2.000650 -0.015577 -2.015 -0.503 -0.606 0.066

***

# 2
15
Properties=species:S:1:pos:R:3:forces:R:3:lowdin_charge:R:1 method="wB97M-V/def2-TZVPD" multiplicity=1 e_tot_ev=-13364.939 molar_mass_g_mol=130.10 e_lumo_ev=0.736 de_lowest_kcal_mol=93.1
C -0.462012 -0.245866 -0.768029 -1.016 -0.310 -0.945 -0.113
C -2.752933 -0.275896 0.011413 -0.401 -0.539 -0.469 -0.538
C 1.422997 0.657850 0.254332 -2.266 -0.084 3.066 -0.088
C 1.470549 -0.864946 0.418227 1.032 -0.045 -2.097 -0.145
N 0.094246 0.846621 -0.348702 0.611 0.825 0.617 -0.172
N 0.403934 -1.263250 -0.522235 1.098 3.038 0.335 0.012
O -2.801641 0.821974 0.323333 0.139 3.013 0.849 0.173
O -2.967349 -1.369740 -0.222065 -0.333 -2.622 -0.373 0.196
O -0.355914 2.225635 -0.377708 -1.574 -2.266 -0.486 -0.002
H 1.316318 1.187534 1.276982 1.271 -0.446 -1.883 0.160
H 2.106405 0.899482 -0.485662 1.884 1.377 -0.674 0.095
H 2.467564 -1.311584 0.132917 -0.973 0.623 0.213 0.130
H 1.210266 -1.248828 1.352290 -0.256 -0.230 1.917 0.086
H 0.214842 -2.200552 -0.554813 -1.241 -2.284 -0.415 0.086
H -1.367270 2.141560 -0.490282 2.024 -0.049 0.345 0.120

***

# 3
15
Properties=species:S:1:pos:R:3:forces:R:3:lowdin_charge:R:1 method="wB97M-V/def2-TZVPD" multiplicity=1 e_tot_ev=-13360.565 molar_mass_g_mol=130.10 e_lumo_ev="-1.978 / -1.973" de_lowest_kcal_mol=194.0
C 1.361722 -0.675005 -0.964591 -0.022 -0.041 -0.134 -0.075
C -0.794194 -0.598756 0.514359 -2.415 -0.779 -0.658 -0.595
C 0.887287 0.121075 0.177147 0.858 1.144 -1.623 -0.253
C 1.437188 1.068843 0.953975 -0.296 -0.442 0.325 0.169
O -2.123258 0.062014 -1.471926 0.454 0.184 0.183 -0.002
O -1.557164 0.478754 1.017558 0.729 0.098 -0.050 0.037
N -0.983166 -0.581921 -1.009797 -0.664 -1.467 0.714 -0.134
N 0.177854 0.126317 -1.303904 0.781 0.698 1.694 0.130
O -0.689659 -1.656712 1.120319 0.282 0.804 -0.468 0.092
H -2.256098 0.856713 -0.917073 0.152 -0.197 0.012 0.094
H -2.230111 0.090559 1.593362 0.274 -0.115 0.059 0.125
H 2.247961 -0.349901 -1.501028 -0.014 -0.009 0.060 0.120
H 1.212422 -1.748867 -0.913545 -0.091 0.031 0.005 0.128
H 2.507303 1.122897 1.125338 0.007 -0.169 0.107 0.083
H 0.801913 1.683988 1.579807 -0.035 0.259 -0.225 0.081

***

# 4
15
Properties=species:S:1:pos:R:3:forces:R:3:lowdin_charge:R:1 method="wB97M-V/def2-TZVPD" multiplicity=3 e_tot_ev=-13360.667 molar_mass_g_mol=130.10 e_lumo_ev="0.662 / -1.984" de_lowest_kcal_mol=53.1
C -1.871766 0.395619 -0.444462 1.143 -0.730 -0.182 0.046
C -1.410449 -0.424158 -1.441146 0.550 -0.153 -0.719 -0.139
C -0.840625 0.882949 0.441995 1.400 0.125 1.671 -0.503
C 1.556447 0.142279 1.835225 0.710 -2.344 -0.886 -0.071
N -0.218210 -0.956097 -1.268421 0.173 -0.899 0.555 -0.041
N 0.428849 0.826964 -0.111060 1.313 1.437 -0.798 0.076
O -1.012024 1.397736 1.536295 -0.623 0.206 0.440 0.104
O 0.479548 -1.181813 -2.387406 0.369 -1.346 -0.891 0.004
O 1.600621 0.732310 0.550276 -1.822 1.020 -0.460 -0.116
H -2.862270 0.702653 -0.377988 -1.411 0.701 0.168 0.096
H -1.872766 -0.501067 -2.397753 -0.564 -0.184 -0.704 0.119
H 2.518081 -0.396251 1.784367 -0.291 0.058 0.771 0.096
H 0.755573 -0.631385 1.785058 0.428 0.711 0.760 0.108
H 1.549985 0.836814 2.650994 -0.463 0.372 0.293 0.083
H 1.199009 -1.826554 -2.155977 -0.911 1.028 -0.020 0.138

***

# 5
16
Properties=species:S:1:pos:R:3:forces:R:3:lowdin_charge:R:1 method="wB97M-V/def2-TZVPD" multiplicity=1 e_tot_ev=-15410.399 molar_mass_g_mol=146.10 e_lumo_ev=0.582 de_lowest_kcal_mol=136.3
C -3.604440 -0.382583 0.165612 2.269 1.447 -0.281 -0.309
C -0.792324 -1.106738 0.433735 -0.020 1.867 -0.070 -0.523
C 1.263247 -2.169923 0.107355 1.812 -2.908 -2.934 -0.093
C -0.802189 2.328634 -0.331381 3.385 -0.128 2.073 -0.086
N -2.659249 0.350826 0.345985 0.875 0.091 0.647 0.140
N -1.291077 0.221671 0.476530 -2.193 1.941 0.687 0.004
O -4.610106 -0.754934 -0.224194 -2.509 -1.636 -0.277 0.198
O -1.538188 -2.035981 0.362847 -0.108 -0.550 0.089 0.152
O 0.505677 -1.065990 0.274270 -0.345 2.614 1.335 -0.013
O -0.906735 1.674257 0.941641 -0.387 -4.171 -1.060 -0.085
H 2.259530 -2.047724 0.590933 -0.810 0.118 -0.421 0.103
H 1.391416 -2.250697 -1.081552 0.148 -0.317 2.560 0.145
H 0.803231 -3.110262 0.471069 0.067 0.612 -0.170 0.101
H 0.027687 1.710204 -0.798508 -1.031 1.676 -0.380 0.113
H -0.543166 3.328429 0.060002 0.562 -0.162 -0.782 0.101
H -1.691089 2.457865 -0.853401 -1.716 -0.495 -1.015 0.052

***

# 6
14
Properties=species:S:1:pos:R:3:forces:R:3:lowdin_charge:R:1 method="wB97M-V/def2-TZVPD" multiplicity=1 e_tot_ev=-20106.145 molar_mass_g_mol=130.17 e_lumo_ev=0.372 de_lowest_kcal_mol=73.7
C -1.214268 1.913190 -0.005572 0.715 0.281 0.645 -0.037
C -0.142133 0.854672 0.000222 -0.035 0.395 -0.144 -0.381
C 0.890098 -1.387903 0.001473 0.185 -0.082 0.680 -0.385
C -0.395417 -0.614666 -0.006117 -0.812 -0.164 0.118 -0.304
H -1.838271 1.787125 0.881056 -0.009 0.104 -0.045 0.079
H -1.863299 1.800357 -0.857506 -0.169 0.073 -0.363 0.071
H -0.724617 2.909380 0.021887 -0.379 -0.665 -0.130 0.092
H 0.960603 -2.035815 0.897142 0.028 0.390 -0.487 0.093
H 0.962993 -1.996649 -0.882867 0.113 -0.283 -0.314 0.073
H -3.333690 -1.111498 0.023170 -0.652 -0.719 0.011 0.085
N 1.090914 1.201768 0.002748 -0.276 -0.285 -0.001 -0.259
N -1.493822 -1.276039 -0.001828 0.906 0.067 0.001 0.047
O -2.622755 -0.490382 -0.001675 0.408 1.012 -0.027 -0.042
S 2.175562 -0.093857 -0.000997 -0.027 -0.124 0.057 0.867